Entry A
The following is a quantum chemistry calculation of one molecule with the formula C3H7P, from the Open Molecules 2025 dataset.

Atoms and positions in Å:
1 C -0.84477 -1.08465 -0.15355
2 C -0.23457 -0.02208 0.70022
3 C 1.28977 0.66055 0.00659
4 P -1.82168 0.48476 -0.05571
5 H -0.36319 -1.31439 -1.09459
6 H -1.26949 -1.95517 0.33136
7 H -0.15761 -0.15812 1.76668
8 H 1.12471 0.80340 -1.04806
9 H 2.05612 -0.06751 0.22005
10 H 1.46564 1.59377 0.52184
11 H -1.24494 1.05945 -1.19483

Its SMILES is C[C@@H]1CP1. As for the HOMO energy: -9.4800 eV. Its charge is 0. The calculation puts the HOMO-LUMO gap at 10.728 eV. As for the spin multiplicity: 1.

Entry B
The following is a quantum chemistry calculation of one molecule with the formula C3H7P, from the Open Molecules 2025 dataset.

Atoms and positions in Å:
1 C 0.70170 -0.05123 -0.25701
2 C 2.02497 0.50816 -0.02429
3 C -2.10803 -0.41233 -0.00050
4 P -0.74193 0.90799 -0.53539
5 H 0.57863 -1.11436 0.02645
6 H 1.86265 1.51476 -0.43480
7 H 2.85188 0.02353 -0.45125
8 H 2.03171 0.63439 1.10475
9 H -1.99590 -0.45219 1.06529
10 H -3.16709 -0.17626 -0.09424
11 H -2.03858 -1.38245 -0.39900

Its SMILES is C/C=P/C. As for the HOMO energy: -8.6835 eV. Its charge is 0. The calculation puts the HOMO-LUMO gap at 9.036 eV. As for the spin multiplicity: 1.

Entry C
The following is a quantum chemistry calculation of one molecule with the formula C3H7P, from the Open Molecules 2025 dataset.

Atoms and positions in Å:
1 C 0.48316 0.04331 -1.22477
2 C -0.79359 0.12918 -0.74562
3 C -1.42035 -0.05232 0.57074
4 P 2.37816 -0.27143 -0.73144
5 H 2.37090 0.97283 -0.24143
6 H 0.44839 -0.05098 -2.30032
7 H -1.47422 0.40762 -1.58625
8 H -2.21124 -0.76962 0.30358
9 H -1.68069 1.00624 0.83160
10 H -0.81323 -0.34630 1.37148
11 H 2.43658 -0.99677 0.64245

Its SMILES is C/C=C\P. As for the HOMO energy: -9.2426 eV. Its charge is 0. The calculation puts the HOMO-LUMO gap at 10.281 eV. As for the spin multiplicity: 1.

The structure with the most favorable energy is entry A; the runner-up is 13.9 kJ/mol above it.

Entry A
The following is a quantum chemistry calculation of a 2-piece molecular cluster, C12H24N2O4 overall, from the Open Molecules 2025 dataset.

Atoms and positions in Å:
1 O -2.60848 -2.67603 -1.37492
2 O 1.25425 -2.15633 0.91367
3 O 1.65839 1.26538 2.94914
4 O -2.27427 -1.01994 0.76110
5 C -1.92201 -2.13725 -2.23117
6 C 0.29361 -2.33159 0.17191
7 N -0.24377 -3.54360 -0.01412
8 N -0.85214 -1.39610 -1.94640
9 C -2.26974 -2.28986 -3.69244
10 C 0.22718 -4.76931 0.62924
11 C 1.76205 4.37909 1.01785
12 C 1.91556 3.31853 -0.07406
13 C 1.59695 3.62524 2.33897
14 C 2.03453 1.98930 0.66055
15 C 1.25950 2.19702 1.94846
16 C -1.68788 0.98346 -0.36452
17 C -0.25502 -1.12907 -0.61133
18 C -1.16389 -0.28754 0.30443
19 H 1.13953 1.38360 3.76200
20 H -2.58878 -1.58548 0.03606
21 H -1.08740 -3.59197 -0.57176
22 H -0.36821 -0.99852 -2.73542
23 H -1.43938 -2.76054 -4.21537
24 H -2.47415 -1.31138 -4.12329
25 H -3.15604 -2.91702 -3.78319
26 H -0.14252 -5.64149 0.08903
27 H -0.13009 -4.80565 1.65984
28 H 1.31897 -4.79106 0.63967
29 H 0.88346 5.00067 0.81664
30 H 2.64080 5.03103 1.05776
31 H 1.02772 3.31561 -0.71454
32 H 2.79348 3.50713 -0.70061
33 H 0.81440 4.06939 2.96183
34 H 2.54072 3.64662 2.89485
35 H 3.08537 1.78394 0.89105
36 H 1.64259 1.15910 0.07299
37 H 0.18436 2.11291 1.75495
38 H -2.21688 1.58371 0.37553
39 H -0.85560 1.56309 -0.76031
40 H -2.37604 0.73389 -1.17132
41 H 0.62170 -0.51597 -0.80072
42 H -0.58279 0.00701 1.17797

Its SMILES is CNC(=O)[C@@H](NC(C)=O)[C@@H](C)O.OC1CCCC1. As for the HOMO energy: -9.3156 eV. Its charge is 0. The calculation puts the HOMO-LUMO gap at 9.739 eV. As for the spin multiplicity: 1.

Entry B
The following is a quantum chemistry calculation of C12H24N2O4 as an isolated structure, from the Open Molecules 2025 dataset.

Atoms and positions in Å:
1 C 5.31488 0.73610 0.51830
2 C 4.11900 1.18386 -0.23148
3 O 2.95222 0.91472 0.44313
4 C 2.57590 -0.58958 0.54299
5 C 2.24971 -1.40997 -0.92705
6 H 3.09061 -1.45912 -1.29084
7 H 1.46679 -0.71821 -1.18548
8 C 1.53086 -2.57778 -0.71975
9 N 0.19711 -2.45324 -0.08117
10 C -0.78031 -2.04138 -0.64277
11 O -0.93093 -1.51414 -1.79775
12 C -2.10664 -1.68663 0.21734
13 O -1.92215 -2.31901 1.37504
14 N -3.00678 -1.08602 -0.24136
15 H -2.85416 -0.83223 -1.33818
16 C -4.21781 -0.65288 0.56872
17 C -3.82165 0.64021 0.98855
18 C -3.68481 1.73638 -0.13880
19 O -2.51480 1.53092 -1.17910
20 C -1.37812 2.05286 -0.79624
21 C -0.68193 1.58945 0.28105
22 H -1.20111 2.16427 1.39769
23 H 0.40476 1.99959 0.37559
24 H -0.74526 0.56505 0.66896
25 H -1.43516 3.27330 -1.19531
26 H -0.68797 1.69041 -1.78812
27 H -3.45481 2.61094 0.17915
28 H -4.52581 1.98438 -0.85545
29 H -4.78152 1.11409 1.64464
30 H -2.94179 0.73219 1.64743
31 H -5.00863 -0.51366 -0.26446
32 H -4.36507 -1.29480 1.17662
33 H 0.15645 -2.59588 1.02635
34 H 1.39394 -3.17697 -1.60685
35 H 2.13451 -3.32285 0.02257
36 H 1.67421 -0.39714 1.24361
37 H 3.36481 -1.07645 0.91058
38 H 3.92630 0.85524 -0.99935
39 H 3.90890 2.32999 -0.22489
40 H 5.27720 -0.21249 0.44785
41 H 6.18552 1.14147 0.10408
42 H 5.12352 1.08500 1.72416

As for the HOMO energy: -8.4775 eV. Its charge is 0. The calculation puts the HOMO-LUMO gap at 9.250 eV. As for the spin multiplicity: 1.

The structure with the most favorable energy is entry A; the runner-up is 1366.5 kJ/mol above it.

Entry A
The following is a quantum chemistry calculation of C45H50N3SSb2Ti as an isolated structure, from the Open Molecules 2025 dataset.

Atoms and positions in Å:
1 Ti -0.07542 -0.23678 0.06740
2 N -1.71441 -1.04979 0.54310
3 C -1.59888 -2.26945 1.23441
4 C -2.47830 -3.32059 0.94275
5 C -2.31420 -4.56412 1.51242
6 C -1.25230 -4.78782 2.38886
7 C -0.43609 -3.73578 2.74396
8 C -0.60776 -2.44403 2.22170
9 C 0.18152 -1.29858 2.77263
10 C 0.66903 -1.37703 4.08721
11 C 1.39440 -0.33842 4.63923
12 C 1.64163 0.81919 3.90154
13 C 1.12780 0.93211 2.62456
14 C 0.39702 -0.11584 2.03777
15 H -2.16790 0.50738 1.76256
16 H -2.54668 -1.01432 -0.03339
17 H -3.28290 -3.14227 0.23603
18 H -3.00125 -5.36423 1.26768
19 H -1.07735 -5.77370 2.79949
20 H 0.37435 -3.91452 3.43846
21 H 0.46466 -2.25425 4.68876
22 H 1.76641 -0.42734 5.65357
23 H 2.23342 1.62205 4.32536
24 H 1.29265 1.84120 2.06248
25 C 2.58605 -0.30849 -0.65009
26 C 2.26966 -1.69241 -1.26542
27 C 0.77664 -1.94914 -1.55769
28 Sb -0.00340 -0.48214 -3.07525
29 C -2.02557 -1.19404 -3.28931
30 C -3.00962 -0.51213 -2.56491
31 C -4.35808 -0.78320 -2.77177
32 C -4.74436 -1.70488 -3.73766
33 C -3.77901 -2.34991 -4.49713
34 C -2.42950 -2.09628 -4.27495
35 C 1.08685 -1.68157 -4.48568
36 C 0.92247 -3.06109 -4.62997
37 C 1.80729 -3.79818 -5.40561
38 C 2.87584 -3.16706 -6.03560
39 C 3.04332 -1.79604 -5.90780
40 C 2.14980 -1.05549 -5.13852
41 Sb 2.83602 1.36656 -2.05560
42 C 4.94955 1.08608 -2.29201
43 C 5.50151 -0.16167 -2.58557
44 C 6.85871 -0.29022 -2.85933
45 C 7.67692 0.83165 -2.85955
46 C 7.13735 2.08212 -2.58350
47 C 5.78157 2.20989 -2.30347
48 C 3.01821 2.83769 -0.52117
49 C 2.39453 4.07109 -0.69575
50 C 2.50865 5.06097 0.27579
51 C 3.24595 4.82088 1.42801
52 C 3.87467 3.59379 1.60760
53 C 3.76193 2.60713 0.63545
54 H 3.50041 -0.35366 -0.06589
55 H 1.81865 0.00789 0.06460
56 H 2.62437 -2.47428 -0.59345
57 H 2.82338 -1.82139 -2.19487
58 H 0.20961 -2.03342 -0.61774
59 H 0.64953 -2.92317 -2.01320
60 H -2.72307 0.26401 -1.86493
61 H -5.11106 -0.25528 -2.19710
62 H -5.79566 -1.90158 -3.91265
63 H -4.07573 -3.04549 -5.27377
64 H -1.69169 -2.59751 -4.89025
65 H 0.10405 -3.57560 -4.13862
66 H 1.66981 -4.86761 -5.51156
67 H 3.57362 -3.74649 -6.62814
68 H 3.87081 -1.29860 -6.39973
69 H 2.28450 0.01619 -5.05388
70 H 4.87903 -1.05132 -2.60809
71 H 7.27609 -1.26550 -3.07950
72 H 8.73359 0.73208 -3.07586
73 H 7.77140 2.96073 -2.59095
74 H 5.37197 3.19197 -2.08699
75 H 1.81218 4.26429 -1.58943
76 H 2.02146 6.01881 0.13318
77 H 3.33615 5.59139 2.18432
78 H 4.46418 3.40908 2.49834
79 H 4.27292 1.66227 0.78007
80 S -0.65349 1.78090 -0.38065
81 C -5.58807 2.91171 1.63280
82 C -4.48309 3.35703 2.58508
83 N -4.10789 2.32537 3.56957
84 C -4.72434 2.39512 4.91135
85 C -5.86713 1.41053 5.12095
86 C -3.31099 1.33100 3.21432
87 C -2.91007 0.24950 4.17214
88 N -2.84048 1.22761 1.99396
89 H -5.77628 3.69738 0.89964
90 H -6.51641 2.72836 2.17384
91 H -5.31800 2.00197 1.09516
92 H -4.80401 4.22935 3.14640
93 H -3.58913 3.65713 2.03739
94 H -5.09422 3.41026 5.02144
95 H -3.95342 2.26145 5.66697
96 H -6.61912 1.51119 4.33683
97 H -6.34928 1.61564 6.07811
98 H -5.51938 0.37778 5.13755
99 H -1.93917 -0.14876 3.87663
100 H -3.63473 -0.56440 4.13361
101 H -2.84671 0.60901 5.19447
102 H -2.92853 1.94005 1.28647

As for the HOMO energy: -9.7858 eV. Its charge is +1. The calculation puts the HOMO-LUMO gap at 7.433 eV. As for the spin multiplicity: 1.

Entry B
The following is a quantum chemistry calculation of C45H50N3SSb2Ti as an isolated structure, from the Open Molecules 2025 dataset.

Atoms and positions in Å:
1 Ti -0.60743 -0.45398 -1.56246
2 N 0.09808 -2.46972 -2.01203
3 C -0.48682 -3.32861 -1.01396
4 C 0.32808 -3.98714 -0.10577
5 C -0.23044 -4.80075 0.86745
6 C -1.60777 -4.96111 0.91250
7 C -2.41438 -4.29368 0.00401
8 C -1.87914 -3.45091 -0.96849
9 C -2.74717 -2.68756 -1.91022
10 C -3.94368 -3.25925 -2.35070
11 C -4.78979 -2.56115 -3.19452
12 C -4.44368 -1.28340 -3.61321
13 C -3.24958 -0.71824 -3.18770
14 C -2.37376 -1.39965 -2.33652
15 H 1.10780 -2.56733 -2.06430
16 H -0.31047 -2.65001 -2.92385
17 H 1.40482 -3.87715 -0.18016
18 H 0.40538 -5.31269 1.57662
19 H -2.05618 -5.59783 1.66313
20 H -3.48973 -4.40233 0.06843
21 H -4.20493 -4.26618 -2.04832
22 H -5.70796 -3.01962 -3.53761
23 H -5.09414 -0.73697 -4.28451
24 H -2.97935 0.27315 -3.53394
25 C 2.49294 -0.29015 2.13595
26 C 3.17578 -1.62313 1.81483
27 C 4.13890 -1.54792 0.63207
28 Sb 3.25306 -0.81919 -1.19805
29 C 3.85155 1.21725 -0.96604
30 C 2.95921 2.27863 -1.05428
31 C 3.40630 3.59108 -0.91776
32 C 4.74570 3.85328 -0.68764
33 C 5.64538 2.79700 -0.59180
34 C 5.20103 1.49339 -0.73318
35 C 4.86224 -1.38025 -2.48190
36 C 5.31211 -0.50838 -3.46993
37 C 6.31090 -0.89859 -4.35101
38 C 6.86780 -2.16588 -4.25668
39 C 6.41920 -3.04495 -3.28173
40 C 5.41807 -2.65501 -2.40318
41 Sb 0.56221 -0.02013 1.23938
42 C -0.66013 -1.01365 2.66058
43 C -1.74305 -1.76837 2.22478
44 C -2.60834 -2.35399 3.14004
45 C -2.39308 -2.18953 4.49933
46 C -1.31323 -1.43651 4.94348
47 C -0.45494 -0.84607 4.02835
48 C 0.18304 1.94538 1.95766
49 C 1.12965 2.95798 1.83804
50 C 0.84420 4.24135 2.28788
51 C -0.38176 4.51821 2.87420
52 C -1.32186 3.50593 3.01776
53 C -1.04371 2.22687 2.55731
54 H 3.12032 0.55382 1.84153
55 H 2.30680 -0.19004 3.20582
56 H 2.42688 -2.40605 1.64881
57 H 3.73516 -1.93891 2.69987
58 H 4.55080 -2.53369 0.40858
59 H 4.98188 -0.89553 0.86822
60 H 1.90087 2.12141 -1.22274
61 H 2.69863 4.40801 -0.99315
62 H 5.09365 4.87289 -0.58683
63 H 6.69525 2.99241 -0.41600
64 H 5.92072 0.68386 -0.67994
65 H 4.89321 0.48829 -3.55220
66 H 6.65615 -0.21134 -5.11244
67 H 7.64861 -2.46866 -4.94159
68 H 6.84948 -4.03508 -3.20442
69 H 5.07932 -3.36009 -1.65109
70 H -1.91797 -1.91879 1.16490
71 H -3.44629 -2.94369 2.78993
72 H -3.06567 -2.64526 5.21397
73 H -1.14471 -1.30182 6.00385
74 H 0.36623 -0.23967 4.39270
75 H 2.09530 2.76219 1.38875
76 H 1.58556 5.02382 2.18746
77 H -0.59726 5.51530 3.23540
78 H -2.26680 3.70994 3.50611
79 H -1.78201 1.44314 2.68432
80 S 0.10868 0.74072 -3.08102
81 C -4.61457 0.76944 1.39348
82 C -4.70085 1.30784 -0.03071
83 N -3.67915 2.31341 -0.34760
84 C -4.15502 3.69851 -0.44399
85 C -4.52998 4.29157 0.90520
86 C -2.40873 1.96407 -0.56332
87 C -1.39212 3.02353 -0.84931
88 N -2.02450 0.70675 -0.52218
89 H -5.42528 0.06253 1.56977
90 H -4.70346 1.57602 2.12049
91 H -3.67457 0.24980 1.58535
92 H -5.66486 1.78916 -0.18870
93 H -4.64343 0.50112 -0.76845
94 H -5.01748 3.69965 -1.11349
95 H -3.38990 4.30273 -0.91967
96 H -5.33099 3.72839 1.38367
97 H -4.87974 5.31549 0.77580
98 H -3.66574 4.30478 1.56979
99 H -1.40692 3.78289 -0.06740
100 H -0.40946 2.56535 -0.88697
101 H -1.57861 3.49752 -1.81380
102 H -2.78430 0.06973 -0.30911

As for the HOMO energy: -10.2628 eV. Its charge is +1. The calculation puts the HOMO-LUMO gap at 7.658 eV. As for the spin multiplicity: 1.

The structure with the most favorable energy is entry B; the runner-up is 220.9 kJ/mol above it.

Entry A
The following is a quantum chemistry calculation of one molecule with the formula C5H10O2Si, from the Open Molecules 2025 dataset.

Atoms and positions in Å:
1 C 0.93085 -3.03104 0.16352
2 C 0.41754 -2.01183 -0.16540
3 C 0.27836 1.40031 -2.52193
4 C -2.50400 -0.39598 0.93290
5 C 0.86772 0.57613 1.13058
6 O 0.20075 0.21700 -1.82442
7 O -1.82735 0.12208 -0.16219
8 Si -0.09993 -0.21046 -0.30606
9 H 1.25580 -4.07526 0.36996
10 H -0.64251 1.96736 -2.48028
11 H 0.50551 1.11712 -3.42551
12 H 1.08787 1.98705 -2.15712
13 H -1.87120 -0.06484 1.85140
14 H -2.74457 -1.42563 0.97198
15 H -3.51598 0.11030 0.95648
16 H 1.81042 0.07886 1.27055
17 H 1.16036 1.61919 1.03995
18 H 0.21973 0.43676 2.11347

Its SMILES is C#C[Si](C)(OC)OC. As for the HOMO energy: -10.2134 eV. Its charge is 0. The calculation puts the HOMO-LUMO gap at 11.110 eV. As for the spin multiplicity: 1.

Entry B
The following is a quantum chemistry calculation of a 2-piece molecular cluster, C5H10O2Si overall, from the Open Molecules 2025 dataset.

Atoms and positions in Å:
1 C 1.21118 2.06535 -0.13354
2 C 1.03631 0.93213 0.54518
3 C 0.74177 -1.53044 0.85169
4 C 0.31418 -0.50584 -1.41931
5 C 0.39959 -0.28924 0.06912
6 O -3.23271 -0.90673 0.00860
7 O -3.13740 0.37003 -0.72990
8 Si -2.17798 0.19948 0.57175
9 H 1.69705 2.91306 0.31757
10 H 0.87664 2.19667 -1.14730
11 H 1.39275 0.88948 1.56857
12 H 0.09720 -2.36116 0.57642
13 H 0.66408 -1.36323 1.92197
14 H 1.77240 -1.81783 0.62947
15 H -0.34058 -1.34211 -1.64879
16 H -0.06662 0.37299 -1.92763
17 H 1.30637 -0.73046 -1.81933
18 H -2.55421 0.90785 1.76547

As for the HOMO energy: -8.2503 eV. Its charge is 0. The calculation puts the HOMO-LUMO gap at 7.999 eV. As for the spin multiplicity: 1.

The structure with the most favorable energy is entry A; the runner-up is 367.5 kJ/mol above it.